A structure of composition C31H30BN12O3S2Y at a distorted geometry. Source: the Open Molecules 2025 dataset; level of theory: wB97M-V/def2-TZVPD.

Geometry (Å):
Y1 -0.1732 -0.5479 -0.1192
N1 -1.9264 3.7882 -0.5357
C1 -1.6654 2.7130 0.2059
N2 -1.2969 1.7247 -0.5879
C2 -1.3380 2.2858 -1.8297
N3 -1.7189 3.5404 -1.8439
C3 -0.9939 1.5181 -3.0286
C4 -1.3551 1.9386 -4.3040
N4 -1.0902 1.2087 -5.3789
C5 -0.4712 0.0510 -5.1750
C6 -0.0928 -0.3640 -3.9068
N5 -0.3447 0.3714 -2.8283
H1 -2.2246 4.7003 -0.2332
H2 -1.7396 2.6822 1.2801
H3 -1.8694 2.8810 -4.4429
H4 -0.2770 -0.5712 -6.0390
H5 0.4054 -1.3158 -3.7628
N6 2.2158 -0.3102 -1.3406
C7 3.1340 -1.2505 -0.7683
C8 4.1464 -0.8235 0.0765
C9 4.9618 -1.7607 0.6944
C10 4.7798 -3.1164 0.4645
C11 3.7708 -3.5355 -0.3925
C12 2.9465 -2.6071 -1.0061
H6 2.5220 0.6468 -1.2021
H7 2.0873 -0.4791 -2.3311
H8 4.2667 0.2323 0.2847
H9 5.7474 -1.4242 1.3593
H10 5.4165 -3.8430 0.9515
H11 3.6095 -4.5907 -0.5697
H12 2.1337 -2.9395 -1.6446
S1 1.4234 1.9062 1.0658
C13 2.0506 1.2921 2.5213
N7 1.2086 1.1803 3.5847
C14 1.5880 0.7076 4.7786
C15 2.8877 0.3441 4.9647
C16 3.7305 0.5018 3.8572
N8 3.3442 0.9655 2.6887
H13 0.2310 1.4568 3.4566
H14 0.8179 0.6502 5.5349
H15 3.2420 -0.0357 5.9095
H16 4.7807 0.2383 3.9351
S2 -1.5680 -3.7250 -3.5680
C17 -1.4295 -2.7548 -2.2977
N9 -1.3294 -2.0077 -1.3885
N10 -4.0185 -0.8305 0.6480
C18 -3.1457 -0.2292 1.4790
O1 -1.9130 -0.4925 1.3476
C19 -3.6234 0.6782 2.4584
C20 -2.6801 1.3076 3.2810
N11 -1.8473 1.8184 3.9013
C21 -5.0029 0.9712 2.5653
N12 -6.1312 1.2110 2.5947
H17 -3.6552 -1.5025 -0.0079
H18 -5.0114 -0.7202 0.7595
C22 2.5543 -7.9464 3.0342
C23 1.8151 -7.2068 4.1587
C24 0.3778 -7.7370 4.2544
C25 2.5285 -7.5123 5.4759
C26 1.7807 -5.7095 3.8486
C27 2.2744 -4.7520 4.7320
C28 2.2395 -3.3831 4.4514
C29 1.6910 -2.9999 3.2521
O2 1.5257 -1.7459 2.7208
B1 0.9059 -1.9063 1.4525
O3 0.7145 -3.2974 1.2568
C30 1.1915 -3.9396 2.3671
C31 1.2225 -5.2859 2.6334
H19 2.6334 -9.0093 3.2723
H20 3.5622 -7.5466 2.9068
H21 2.0331 -7.8570 2.0807
H22 0.3833 -8.8153 4.4300
H23 -0.1798 -7.5466 3.3367
H24 -0.1557 -7.2575 5.0771
H25 2.5325 -8.5908 5.6425
H26 2.0242 -7.0491 6.3257
H27 3.5657 -7.1719 5.4597
H28 2.7044 -5.0628 5.6731
H29 2.6291 -2.6587 5.1536
H30 0.8189 -5.9866 1.9143

Atomic forces in eV per Å
Y -1.328 2.206 -1.362
N -0.008 0.030 0.029
C -0.078 -0.070 -0.011
N 0.184 0.077 -0.032
C -0.049 -0.005 0.001
N -0.017 -0.015 0.021
C -0.014 -0.007 -0.067
C 0.016 0.000 -0.006
N -0.002 -0.001 0.003
C -0.011 0.012 -0.007
C 0.063 -0.028 0.038
N -0.047 0.023 0.072
H -0.015 0.000 0.006
H 0.005 -0.019 0.063
H -0.014 -0.006 0.003
H 0.021 0.002 0.003
H -0.038 -0.017 -0.004
N -0.341 -0.284 0.087
C 0.065 -0.042 -0.014
C -0.034 0.022 0.025
C -0.003 -0.008 -0.002
C -0.001 0.006 -0.001
C 0.011 0.003 0.000
C 0.011 0.014 -0.048
H -0.009 -0.003 0.049
H 0.073 0.060 -0.023
H 0.007 -0.007 -0.002
H -0.004 0.002 0.005
H -0.007 -0.003 0.005
H -0.001 0.000 -0.002
H -0.002 -0.004 0.006
S -0.091 -0.249 -0.053
C 0.091 0.072 -0.004
N -0.281 0.000 0.045
C -0.030 -0.012 0.061
C 0.032 -0.010 -0.047
C -0.009 -0.013 0.038
N -0.054 0.002 -0.035
H -0.002 -0.029 0.025
H -0.025 0.008 -0.020
H 0.001 -0.007 -0.004
H 0.000 0.006 0.011
S 0.034 -0.006 -0.015
C -0.096 0.027 0.005
N 0.034 -0.338 -0.096
N -0.005 -0.005 -0.031
C -0.120 -0.161 -0.082
O 0.559 0.185 -0.221
C -0.054 -0.085 -0.102
C 0.182 0.022 0.047
N 0.243 -0.024 -0.058
C 0.071 0.138 -0.002
N -0.041 -0.084 -0.003
H 0.005 -0.015 -0.003
H -0.001 0.013 0.001
C 0.001 0.006 0.006
C 0.001 -0.002 -0.006
C 0.011 -0.004 0.002
C -0.010 0.002 -0.007
C -0.010 0.001 0.006
C 0.024 -0.004 -0.002
C -0.005 0.021 -0.034
C -0.002 0.004 0.020
O 0.073 -0.013 0.005
B 1.001 -1.331 1.714
O -0.049 -0.058 0.061
C 0.081 0.013 -0.071
C -0.012 -0.003 0.002
H -0.007 -0.004 -0.007
H 0.005 -0.009 0.006
H 0.005 0.009 -0.003
H -0.004 -0.001 0.005
H 0.000 -0.010 -0.002
H -0.004 0.005 -0.006
H 0.004 -0.002 0.000
H 0.002 0.002 0.000
H 0.001 -0.002 0.005
H 0.003 -0.002 -0.001
H 0.011 0.013 0.014
H 0.002 -0.002 0.000

Calculated values
HOMO in hartree: -0.30173
Net charge: 0
LUMO level in eV: -0.6
2S+1: 1
Electronic energy in Ha: -2941.9326
Frontier orbital gap in eV: 7.6

Results of the Mulliken charge analysis, in e, for atoms 1 through 2: 0.179, 0.204